61
Properties=species:S:1:pos:R:3:lowdin_charge:R:1 method="wB97M-V/def2-TZVPD" charge=+2 multiplicity=2 e_homo_ev="-13.82 / -13.81" energy_ev=-68399.1513 fmax_ev_per_a=0.4
C -1.18901 -0.83051 -1.47065 -0.846
H -1.76510 2.93035 -3.20296 0.113
C -0.30107 2.47192 -1.00685 -0.365
C -1.29093 3.82280 -2.82189 -0.003
C -0.48893 3.72399 -1.64937 -0.058
C 1.57981 -5.86790 2.48816 -0.033
N 2.22933 0.08560 -0.41895 -0.034
C -2.71393 -2.32884 -2.92374 -0.453
C -1.53451 1.96783 2.16852 -0.103
H 0.43374 6.99748 -1.39201 0.138
H -2.90028 -2.63136 -3.95302 0.101
C -0.10661 -2.03564 2.39590 -0.306
H -1.00174 -4.25700 4.04081 0.126
H -1.04650 2.71684 1.57041 0.099
S -2.00918 -0.65480 -2.95991 1.074
C 2.84856 -1.10830 -0.58910 -0.288
C 1.67423 -2.37371 1.02435 -0.307
C -1.45919 5.01950 -3.44539 -0.040
C 2.73456 1.16222 -1.07748 -0.103
C 3.91121 -1.23609 -1.49428 0.022
H -4.02729 1.54965 4.39226 0.129
C -0.15695 -4.42917 3.38777 0.019
O 0.39084 2.33223 0.06931 -0.230
H -2.07062 5.09429 -4.33308 0.121
N -1.03598 0.70577 2.07516 -0.037
H 0.13287 -6.47696 3.94528 0.119
N 2.54989 -2.25232 0.10948 0.190
C -2.67441 0.05020 3.69619 0.023
N 0.76610 -1.42171 1.49417 -0.092
H 4.13252 1.98850 -2.43971 0.124
H -0.85440 -3.45697 -2.86632 0.099
H 5.19203 -0.25113 -2.89190 0.129
C 0.48490 -5.66144 3.32771 -0.032
C -0.82878 6.17093 -2.92495 -0.001
H 4.35538 -2.21609 -1.58745 0.129
C -3.18631 1.32004 3.75169 -0.011
C -0.04915 6.11872 -1.79689 0.025
C 0.13093 4.90259 -1.13770 -0.218
H -2.17422 -4.17274 -1.91362 0.103
S -1.11933 -2.37471 -0.76030 1.084
C 0.33955 -3.42404 2.58074 -0.115
H 0.93542 4.01790 0.33110 0.090
H -3.06722 -0.75943 4.29326 0.129
H 2.27771 2.11152 -0.85692 0.100
C -1.71894 -3.23910 -2.24048 -0.439
N -0.63543 0.25755 -0.88555 -0.225
O 0.89063 4.90930 -0.04694 0.139
H 2.92442 -4.99570 1.03114 0.125
C 4.37278 -0.15081 -2.19265 -0.012
H -2.92000 3.33610 3.00311 0.124
C 3.78026 1.08858 -1.95673 -0.022
N -0.87990 1.36904 -1.56451 0.093
C 2.07081 -4.84903 1.67913 0.018
H -0.96393 7.12047 -3.42695 0.129
H 2.05546 -6.83940 2.47130 0.119
Ir 0.50774 0.34380 0.72610 1.478
C 1.42663 -3.62861 1.74756 -0.116
C -1.58424 -0.24952 2.86776 -0.286
N -1.13013 -1.54255 2.96956 0.190
C -2.58365 2.30973 2.97675 -0.024
H -3.66042 -2.27987 -2.38646 0.097